[1]
ORCA calculation (ωB97M-V/def2-TZVPD) on a 2-piece molecular cluster, C36H73BN2O2P overall.

```
! RIJCOSX wB97M-V def2-TZVPD def2/J DEFGRID3
* xyz 1 1
C -0.2491 -6.6405 0.6757
C 0.4650 -5.3547 -0.0850
C 2.0771 -5.5830 -0.3866
C 2.5530 -4.9158 -1.8107
C 3.7643 -3.8177 -1.6781
C 3.2455 -2.2359 -1.7762
C 2.6539 -1.8561 -3.2576
C 1.3179 -0.8898 -3.2365
C 0.1343 -1.4475 -2.2368
C -1.4030 -1.0338 -2.7500
C -2.2739 -2.4216 -2.7104
C -3.9061 -2.2047 -2.5866
P -4.5612 -3.3153 -1.1848
C -3.6144 -2.3001 0.1267
C -3.9598 -0.7053 0.1806
C -3.9754 -0.1543 1.7600
C -2.3684 0.1692 2.0934
C -1.8550 1.6703 1.5668
C -0.2599 2.1204 1.7798
C 0.7156 1.0035 2.5051
C 0.2198 -0.4652 3.0521
C -1.3529 -0.8912 2.8308
C -5.3968 -4.4868 -2.4346
C -6.8491 -4.0215 -3.0090
O -6.9648 -2.6205 -3.4315
C -7.0886 -4.9197 -4.4022
N -7.2344 -6.4015 -4.1296
B -6.1391 -3.0744 -0.1358
C -6.5733 -4.3053 0.9108
O -7.0316 -1.8986 -0.1996
H 0.0847 -7.6713 0.1918
H -1.4163 -6.5879 0.5746
H 0.0414 -6.6725 1.8215
H 0.3562 -4.4345 0.6528
H -0.1718 -5.1453 -1.0472
H 2.7587 -5.1988 0.4885
H 2.2238 -6.7631 -0.4431
H 2.9774 -5.8096 -2.4760
H 1.6370 -4.4744 -2.4079
H 4.3374 -4.0182 -0.6511
H 4.5390 -4.0273 -2.5345
H 2.5048 -2.0701 -0.8861
H 4.2080 -1.5733 -1.5456
H 3.5096 -1.2643 -3.8243
H 2.5111 -2.8631 -3.8507
H 1.6041 0.1970 -2.9067
H 0.9019 -0.8360 -4.3459
H 0.3101 -1.1912 -1.0953
H 0.1968 -2.6381 -2.2981
H -1.3303 -0.6690 -3.8844
H -1.8597 -0.1382 -2.1515
H -1.8719 -3.1779 -1.8790
H -2.0535 -2.9795 -3.7428
H -4.2467 -1.0859 -2.5560
H -4.3580 -2.6436 -3.6014
H -3.7052 -4.4510 -0.8087
H -2.4344 -2.4177 0.0839
H -3.9242 -2.7496 1.1885
H -4.8936 -0.3622 -0.4337
H -3.0282 -0.1433 -0.3118
H -4.6693 0.7768 1.9112
H -4.3222 -0.9736 2.5231
H -2.6187 2.4115 1.0336
H 0.0939 3.1659 1.3760
H 1.8510 1.2960 2.6305
H 0.9251 -1.2629 3.5600
H -1.8278 -1.9340 3.1521
H -5.5744 -5.5248 -1.8713
H -4.7117 -4.7789 -3.3679
H -7.7757 -4.3237 -2.3193
H -7.5899 -2.1879 -2.7665
H -6.1382 -4.8040 -5.1155
H -7.9980 -4.5082 -5.0440
H -6.9357 -6.9741 -4.9756
H -8.2761 -6.5475 -3.9711
H -5.6193 -5.0091 1.0198
H -7.4307 -4.9922 0.4719
H -6.8381 -3.9166 1.9858
H -7.3021 -1.6687 0.7574
C 5.2181 9.1732 1.9633
C 5.6896 8.3817 3.1741
C 6.1203 6.9394 2.8819
C 5.3166 6.1154 1.8711
N 3.9185 5.5631 2.2453
C 3.9989 4.1285 2.7885
C 4.3806 4.3002 4.2456
C 3.7379 5.6094 4.6805
C 3.2089 6.2635 3.4129
C 2.9883 5.6427 1.0031
C 3.3327 4.7000 -0.1553
C 4.5644 5.0423 -0.9797
H 4.3678 8.6983 1.4664
H 4.8917 10.1709 2.2741
H 6.0258 9.2917 1.2359
H 4.9204 8.4049 3.9504
H 6.5456 8.9087 3.6154
H 6.2649 6.3996 3.8216
H 7.1314 7.0138 2.4556
H 5.9211 5.2402 1.6071
H 5.2031 6.7066 0.9610
H 2.9988 3.6880 2.7049
H 4.7141 3.5401 2.2075
H 5.4707 4.3564 4.3499
H 4.0468 3.4561 4.8565
H 4.4598 6.2472 5.1989
H 2.9190 5.4313 5.3859
H 3.3137 7.3425 3.3331
H 2.1377 6.0375 3.3336
H 2.9661 6.6901 0.6854
H 1.9807 5.3800 1.3522
H 2.4768 4.7359 -0.8463
H 3.3952 3.6617 0.1844
H 4.5982 6.1071 -1.2288
H 4.5502 4.4811 -1.9202
H 5.4859 4.7641 -0.4659
*
```

* energy: -2040.8080 Eh

These are the Mulliken partial charges, in e, on atoms 1 to 8: C -1.0707; C 0.0502; C -0.5605; C -0.2262; C -0.9131; C -0.2496; C -0.7183; C -0.5794


[2]
ORCA calculation (ωB97M-V/def2-TZVPD) on a 10-piece molecular cluster, C28H62N2O32S8 overall.

```
! RIJCOSX wB97M-V def2-TZVPD def2/J DEFGRID3
* xyz 1 2
C 1.9649 -1.2736 3.8646
C 2.7693 -0.1219 3.2944
N 3.9125 -0.6394 2.4694
C 3.4115 -1.1016 1.1761
C 4.4776 -1.9587 0.4267
C 4.9335 0.3621 2.1707
C 5.5796 0.9076 3.4672
H 1.8844 -2.1006 3.1590
H 0.9646 -0.9325 4.1314
H 2.3809 -1.6131 4.8131
H 2.1374 0.5562 2.7209
H 3.0831 0.4415 4.1732
H 2.7096 -1.9158 1.3567
H 2.9684 -0.3321 0.5438
H 5.2628 -1.3951 -0.0771
H 4.8664 -2.7827 1.0250
H 4.0211 -2.3856 -0.4663
H 4.5122 1.1860 1.5948
H 5.7154 -0.0034 1.5051
H 5.7846 0.0613 4.1229
H 4.9741 1.5434 4.1131
H 6.5094 1.4063 3.1934
C -0.6675 -2.1057 1.2770
C -0.8571 -0.6037 1.2619
N -0.9549 0.2589 0.0233
C 0.1820 0.3505 -0.9186
C 0.2971 -0.8830 -1.8317
C -1.2372 1.6653 0.5723
C -2.7221 1.9336 0.5344
H 0.3021 -2.3571 0.8472
H -1.4897 -2.5596 0.7238
H -0.6030 -2.3859 2.3284
H -1.8067 -0.4478 1.7738
H -0.0108 -0.2486 1.8498
H 0.1981 1.2736 -1.4981
H 1.0504 0.4237 -0.2639
H -0.4685 -0.8208 -2.6050
H 1.2642 -0.9165 -2.3332
H 0.1350 -1.8048 -1.2729
H -0.6943 2.4523 0.0488
H -0.8009 1.8742 1.5490
H -3.1884 1.4689 -0.3344
H -2.9004 3.0085 0.5623
H -3.2982 1.5268 1.3654
C 2.2802 -5.5129 -3.3974
C 1.8743 -3.9894 -3.6543
O 0.6882 -3.9865 -2.8030
S 1.0206 -4.7173 -1.3294
O -0.1769 -5.2011 -0.6743
O 1.9630 -3.9693 -0.4775
O 1.8005 -5.8971 -2.1184
H 3.3479 -5.7194 -3.4719
H 1.7547 -6.0666 -4.1754
H 1.5986 -3.8284 -4.6965
H 2.5030 -3.2261 -3.1958
C -3.3912 4.0498 5.4298
C -3.7284 4.3585 3.9444
O -3.0373 3.2895 3.3644
S -3.2025 1.8606 4.2097
O -1.9268 1.2341 4.3749
O -4.3014 1.0369 3.7072
O -3.6795 2.6617 5.5708
H -4.0387 4.6985 6.0198
H -2.3206 4.1936 5.5758
H -3.3438 5.3210 3.6070
H -4.7968 4.2592 3.7527
C -4.9600 -0.1589 -2.3614
C -5.8034 0.1005 -3.6274
O -4.9174 0.7896 -4.4694
S -3.3124 0.4704 -4.1767
O -2.4558 1.6537 -4.1828
O -2.8622 -0.7131 -4.8978
O -3.5904 0.1134 -2.6288
H -4.9238 -1.2167 -2.1010
H -5.3520 0.3937 -1.5074
H -6.6928 0.6941 -3.4158
H -6.0671 -0.8039 -4.1757
C -2.8089 -3.1576 -1.6646
C -3.4676 -3.9304 -0.5200
O -4.8655 -4.1212 -0.8200
S -4.9466 -4.2180 -2.4731
O -6.2284 -3.7229 -3.0774
O -4.6411 -5.5763 -2.9648
O -3.6518 -3.1914 -2.7927
H -1.8393 -3.5522 -1.9683
H -2.6549 -2.1014 -1.4434
H -3.3422 -3.2715 0.3391
H -2.9281 -4.8489 -0.2889
C -1.3760 6.2995 -1.3844
C -0.7609 4.9542 -1.2527
O 0.0210 4.7651 -2.4032
S -0.1932 5.8957 -3.5833
O -0.6273 5.3052 -4.8508
O 0.8721 6.8802 -3.6413
O -1.5349 6.4256 -2.7559
H -0.7332 7.0428 -0.9127
H -2.3975 6.2664 -1.0055
H -1.4963 4.1497 -1.2570
H -0.1220 4.8512 -0.3756
C 5.2576 4.3717 -0.0080
C 4.3369 5.5114 -0.0927
O 3.1253 5.0240 0.3873
S 2.8897 3.4674 -0.0804
O 2.5798 3.2998 -1.5139
O 2.0062 2.8580 0.9072
O 4.5051 3.2377 0.3288
H 6.1080 4.5606 0.6471
H 5.5954 4.1869 -1.0277
H 4.2038 5.7447 -1.1491
H 4.5447 6.4783 0.3657
C 0.5560 1.8834 -4.3219
C 2.0222 1.6284 -4.0226
O 2.5853 0.9779 -5.1380
S 1.5224 -0.0780 -5.7994
O 1.5534 -1.3499 -5.0424
O 1.6606 -0.0657 -7.2514
O 0.2314 0.8868 -5.3107
H 0.3181 2.8469 -4.7727
H -0.1000 1.7082 -3.4693
H 2.1644 0.8850 -3.2382
H 2.6956 2.4690 -3.8551
C -0.9330 -5.8777 5.9249
C -0.3719 -4.4586 5.9796
O -0.7699 -3.9874 4.7206
S -0.6520 -5.1808 3.4958
O 0.5836 -5.0201 2.7214
O -1.9008 -5.2380 2.7474
O -0.4967 -6.3420 4.6859
H -2.0076 -5.9538 6.0903
H -0.4630 -6.4147 6.7489
H 0.7038 -4.3340 6.1031
H -0.8342 -4.0524 6.8793
*
```

* energy: -6806.0744 Eh

These are the Mulliken partial charges, in e, on atoms 1 to 8: C -1.2122; C 0.3364; N -0.0254; C 0.9378; C -1.5503; C 0.0039; C -1.5626; H 0.1032


[3]
ORCA calculation (ωB97M-V/def2-TZVPD) on one molecule with the formula C2H4N2O2.

```
! RIJCOSX wB97M-V def2-TZVPD def2/J DEFGRID3
* xyz 0 1
N -0.4847 0.4839 -1.5930
N 0.4957 1.0569 -0.9109
C 0.8394 0.6485 0.2677
C 0.3034 -0.4575 1.0907
O 0.7137 -0.6844 2.2044
O -0.6600 -1.2162 0.5137
H -1.0912 -0.1774 -1.1497
H -0.8462 0.9837 -2.3943
H 1.6094 1.2286 0.7725
H -0.8794 -1.8662 1.1988
*
```

* energy: -338.5792 Eh
* SMILES string: N/N=C\C(=O)O

These are the Mulliken partial charges, in e, on atoms 1 to 8: N -0.2628; N -0.3965; C -0.1488; C 0.6830; O -0.5527; O -0.4988; H 0.2294; H 0.2240


[4]
ORCA calculation (ωB97M-V/def2-TZVPD) on C40H53BF4N11Ti as an isolated structure.

```
! RIJCOSX wB97M-V def2-TZVPD def2/J DEFGRID3
* xyz 0 2
Ti -0.0858 0.0271 -0.2486
C -3.6709 -0.6113 -1.1094
C -3.1520 0.4856 -0.2405
C -3.8712 1.6388 0.0834
C -3.0570 2.3472 0.9318
N -1.9283 1.6464 1.1177
N -1.9684 0.4978 0.3956
B -0.9418 2.0765 2.2350
N -0.6774 3.5705 1.9849
C -0.5998 4.6443 2.8028
C -0.3499 5.7482 2.0246
C -0.2900 5.2493 0.7062
C -0.0627 6.0152 -0.5553
N -0.4951 3.9430 0.6996
N 0.4111 1.3077 2.2823
C 1.2601 1.5650 3.2825
C 2.3992 0.8117 3.1005
C 2.1811 0.0964 1.9262
C 3.1453 -0.8477 1.2940
N 0.9662 0.3967 1.4357
N -1.6098 1.8539 3.6032
C -2.5788 2.5775 4.2100
C -2.9647 1.9040 5.3424
C -2.1675 0.7410 5.3508
C -2.1482 -0.3411 6.3814
N -1.3628 0.7212 4.3012
H -4.7478 -0.6880 -0.9648
H -3.2139 -1.5606 -0.8534
H -3.4883 -0.4061 -2.1645
H -4.8571 1.8997 -0.2598
H -3.2147 3.2954 1.4155
H -0.7220 4.5519 3.8705
H -0.2209 6.7689 2.3436
H -1.0107 6.3605 -0.9719
H 0.4182 5.3840 -1.3019
H 0.5625 6.8851 -0.3596
H 1.0054 2.2620 4.0619
H 3.2754 0.7866 3.7239
H 4.1270 -0.6975 1.7400
H 3.2087 -0.6755 0.2210
H 2.8557 -1.8877 1.4636
H -2.9190 3.5170 3.8051
H -3.7142 2.1897 6.0612
H -2.9648 -0.1998 7.0865
H -1.2064 -0.3231 6.9319
H -2.2406 -1.3251 5.9200
C -3.1047 -1.8524 2.6444
C -2.4741 -2.7970 1.6298
N -1.0670 -2.5128 1.3265
C -0.2107 -2.6610 2.5148
C -0.2115 -4.0395 3.1841
C -0.5971 -3.3544 0.2288
C -0.9383 -2.8496 -1.1778
N -0.6734 -1.4349 -1.4388
C -0.9939 -0.9537 -2.6678
C -0.9666 0.4471 -2.9034
F -0.7400 1.2805 -1.8207
C -1.2960 1.0432 -4.0954
F -1.2410 2.3771 -4.1798
C -1.6745 0.3010 -5.1922
C -1.7308 -1.0682 -5.0053
F -2.1133 -1.8394 -6.0257
C -1.4074 -1.6782 -3.8127
F -1.5069 -3.0210 -3.7852
H -4.1443 -2.1409 2.8051
H -3.0774 -0.8220 2.2957
H -2.5879 -1.8915 3.6030
H -3.0304 -2.7399 0.6925
H -2.5807 -3.8333 1.9821
H -0.4908 -1.8986 3.2421
H 0.8041 -2.4460 2.1998
H -1.2065 -4.3242 3.5270
H 0.4483 -4.0114 4.0520
H 0.1581 -4.8128 2.5075
H -1.0172 -4.3692 0.2883
H 0.4807 -3.4614 0.3349
H -1.9984 -3.0507 -1.3683
H -0.3782 -3.4730 -1.8765
H -1.9426 0.7521 -6.1346
C 3.5199 -1.8510 -5.7218
C 3.0716 -1.9396 -4.2859
C 3.1076 -3.1585 -3.6215
C 2.6930 -3.2451 -2.2941
C 2.7792 -4.5633 -1.5658
C 2.2279 -2.1079 -1.6648
C 2.1851 -0.8337 -2.2859
C 2.6401 -0.7991 -3.6236
N 1.7647 0.2535 -1.5556
C 2.4093 1.5532 -1.8333
C 1.8229 2.2972 -3.0552
C 3.9337 1.4032 -2.0137
C 2.2121 2.4590 -0.6226
H 3.8575 -2.8212 -6.0838
H 4.3398 -1.1382 -5.8282
H 2.7021 -1.5135 -6.3619
H 3.4720 -4.0430 -4.1329
H 3.5827 -5.1725 -1.9787
H 1.8491 -5.1297 -1.6694
H 2.9688 -4.4173 -0.5011
H 1.9533 -2.1268 -0.6215
H 2.6121 0.1272 -4.1809
H 1.6378 1.6317 -3.8965
H 2.5206 3.0743 -3.3782
H 0.8831 2.7805 -2.7900
H 4.2073 0.9686 -2.9717
H 4.3429 0.7704 -1.2234
H 4.4009 2.3879 -1.9398
H 1.1589 2.5324 -0.3634
H 2.5649 3.4681 -0.8483
H 2.7761 2.0871 0.2331
*
```

* energy: -3432.2557 Eh

These are the Mulliken partial charges, in e, on atoms 1 to 8: Ti 0.6660; C -1.0563; C 0.6676; C -2.1973; C -0.1595; N 0.8261; N 0.6063; B 1.4728


[5]
ORCA calculation (ωB97M-V/def2-TZVPD) on a 3-piece molecular cluster, C6H18N2O overall.

```
! RIJCOSX wB97M-V def2-TZVPD def2/J DEFGRID3
* xyz 0 1
C 1.7033 -0.1046 -1.2897
C 0.1999 2.3592 0.9155
C 2.2839 0.9752 -2.0632
N 2.3744 -0.8740 -0.4593
O 0.7618 1.5781 -0.0809
H 0.6906 -0.4186 -1.5142
H 3.2847 -0.5584 -0.1511
H 1.7929 -1.3603 0.2542
H 0.6033 3.3861 0.9055
H -0.8963 2.4735 0.8014
H 0.3836 1.9619 1.9344
H 1.9458 0.9968 -3.0966
H 3.3648 1.0684 -1.9688
H 1.7658 1.8143 -1.4646
C -0.9666 -1.9530 0.6543
C -2.3337 -1.2662 0.7619
C -2.4859 -0.0861 -0.2023
N 0.1686 -1.1894 1.1950
H 0.1350 -0.2010 0.9046
H 0.1553 -1.2138 2.2084
H -0.7634 -2.1689 -0.4009
H -0.9925 -2.9178 1.1679
H -3.1223 -1.9996 0.5631
H -2.4738 -0.9249 1.7935
H -3.4380 0.4267 -0.0542
H -1.6737 0.6336 -0.0749
H -2.4675 -0.4370 -1.2391
*
```

* energy: -424.0618 Eh

These are the Mulliken partial charges, in e, on atoms 1 to 8: C 0.5935; C -0.8959; C -1.1495; N -0.3097; O -0.7378; H 0.1242; H 0.2589; H 0.3712


[6]
ORCA calculation (ωB97M-V/def2-TZVPD) on a 2-piece molecular cluster, C5H16N2O overall.

```
! RIJCOSX wB97M-V def2-TZVPD def2/J DEFGRID3
* xyz 0 1
C -0.1737 -2.2488 -2.4760
N -0.5122 -1.1569 -1.5725
C -0.1252 -1.4213 -0.1991
C -0.5250 -0.3225 0.7796
N 0.1452 0.9772 0.7465
C -0.1403 1.7487 -0.4677
C 1.5948 0.8887 0.9264
H -0.7171 -3.1756 -2.2336
H -0.4368 -1.9684 -3.4947
H 0.8848 -2.4924 -2.3996
H -1.5015 -0.9512 -1.6274
H -0.5276 -2.3721 0.1958
H 0.9567 -1.5716 -0.1796
H -0.2390 -0.7668 1.7486
H -1.5905 -0.1142 0.8881
H -1.2152 1.7867 -0.6573
H 0.2907 1.2905 -1.3653
H 0.2494 2.7581 -0.3500
H 2.0343 1.8720 0.7850
H 1.8213 0.5449 1.9393
H 2.0683 0.1795 0.2397
O -0.5877 2.0573 3.2523
H -1.3344 2.6603 3.2079
H -0.4192 1.7978 2.3136
*
```

* energy: -384.8232 Eh
* SMILES string: CNCCN(C)C.O

These are the Mulliken partial charges, in e, on atoms 1 to 8: C -0.9096; N -0.1746; C -0.7627; C -0.8522; N -0.0334; C -0.9919; C -1.0481; H 0.3130


> energy of number 2 (C28H62N2O32S8)?

-6806.0744 Eh


> Which formula does entry 1 have?

C36H73BN2O2P


> Which value of energy does entry 4 give?

-3432.2557 Eh